# 1
This record from OMol25 describes an isolated molecule of C22H34N2O5. The level of theory is wB97M-V/def2-TZVPD.

```
63
C22H34N2O5 | OMol25 | wB97M-V/def2-TZVPD
C 1.6546 2.8271 -4.7003
C 2.4911 1.6058 -4.3460
C 3.5607 1.9205 -3.3461
C 4.8791 2.0425 -3.7418
C 5.8851 2.3424 -2.8356
C 5.5631 2.5191 -1.5061
C 4.2484 2.4009 -1.0880
C 3.2541 2.1090 -2.0045
O 1.9621 1.9787 -1.6492
C 1.7636 2.1270 -0.2735
C 0.2845 1.9993 0.0999
C -0.7368 1.7429 -0.9897
O -1.5674 2.5939 -1.2671
N -0.7467 0.5291 -1.5677
C 0.3015 -0.4532 -1.4334
C -1.8150 0.2103 -2.4672
C -1.5705 0.6550 -3.9090
C -2.3223 1.9250 -4.2308
N -1.9645 -0.3739 -4.8524
C -1.2748 -1.5263 -4.9989
O -0.2960 -1.7978 -4.3402
C -1.8043 -2.4460 -6.0851
O -1.2682 -3.6935 -6.0041
C -1.7262 -4.3814 -4.8699
C -1.1176 -5.7549 -4.9049
C -1.6889 -6.6303 -6.0145
C -2.9209 -7.2760 -5.3402
O -2.7997 -7.0832 -3.9346
C -1.5104 -6.5614 -3.6729
H 0.9290 2.5896 -5.4804
H 1.1100 3.1955 -3.8300
H 2.2904 3.6340 -5.0687
H 1.8526 0.8091 -3.9516
H 2.9593 1.2044 -5.2466
H 5.1271 1.8974 -4.7870
H 6.9124 2.4320 -3.1676
H 6.3356 2.7484 -0.7833
H 4.0196 2.5395 -0.0376
H 2.3579 1.3757 0.2648
H 2.1296 3.1089 0.0430
H 0.1830 1.2124 0.8578
H -0.0434 2.9152 0.5777
H 1.0234 -0.1550 -0.6802
H -0.1288 -1.4130 -1.1409
H 0.8251 -0.5963 -2.3785
H -1.9666 -0.8679 -2.4261
H -2.7210 0.6894 -2.0975
H -0.5022 0.8346 -4.0333
H -2.0460 2.7016 -3.5201
H -2.0931 2.2798 -5.2374
H -3.4037 1.7729 -4.1410
H -2.7536 -0.1878 -5.4533
H -2.9047 -2.4840 -6.0469
H -1.5086 -2.0426 -7.0564
H -1.4258 -3.8611 -3.9518
H -2.8296 -4.4453 -4.8821
H -0.0340 -5.6464 -4.9862
H -1.9473 -6.0611 -6.9069
H -0.9620 -7.3872 -6.3101
H -3.8507 -6.8001 -5.6548
H -2.9802 -8.3443 -5.5583
H -0.7912 -7.3751 -3.4953
H -1.5630 -5.9682 -2.7577
```

Summary:
Energy relative to the best compared isomer or geometry (same formula, charge and spin) in kJ/mol: 51.5
Maximum force in eV/Å: 0.97
Molecular weight in g/mol: 406.5
SMILES: CCc1ccccc1OCCC(=O)N(C)C[C@H](C)NC(=O)COC[C@@H]1CCOC1
Lowest unoccupied orbital energy in eV: 0.652

---

# 2
This record from OMol25 describes a structure of composition C39H39Cl2N4O4P2STi in a non-equilibrium geometry. The level of theory is wB97M-V/def2-TZVPD.

```
92
C39H39Cl2N4O4P2STi | OMol25 | wB97M-V/def2-TZVPD
Ti -0.5878 0.3725 0.6551
O -0.4335 2.9943 -2.4210
C -0.7718 2.3540 -1.2952
O -0.5555 1.0962 -1.1499
C -1.3250 3.0238 -0.1768
C -1.6744 4.3724 0.0404
C -2.1924 4.7307 1.2712
C -2.3996 3.7684 2.2624
C -2.0234 2.4558 1.9882
N -1.4824 2.1121 0.8185
C -2.0096 1.2742 2.8899
O -2.3244 1.2941 4.0699
O -1.5179 0.2238 2.2790
H 0.0655 2.3937 -3.0048
H -1.5333 5.0903 -0.7507
H -2.4342 5.7635 1.4762
H -2.8282 4.0152 3.2177
C 0.2979 -3.2916 -1.0572
C 0.5316 -2.0774 -1.9634
P 1.2758 -0.6444 -1.0257
C 2.9084 -1.3350 -0.5428
C 3.5212 -2.4620 -1.0805
C 4.7951 -2.8183 -0.6710
C 5.4817 -2.0424 0.2493
C 4.8825 -0.9150 0.7883
C 3.5975 -0.5786 0.4052
C 1.8407 0.3635 -2.4641
C 1.0417 0.5057 -3.6008
C 1.4851 1.2501 -4.6844
C 2.7238 1.8735 -4.6482
C 3.5004 1.7751 -3.5062
C 3.0602 1.0330 -2.4233
C -1.1247 -3.3480 -0.4870
P -1.8796 -1.7244 0.0423
C -3.1516 -2.4137 1.1665
C -3.0242 -2.2978 2.5472
C -3.9841 -2.8428 3.3800
C -5.0644 -3.5236 2.8474
C -5.1884 -3.6581 1.4734
C -4.2390 -3.1042 0.6358
C -2.9541 -1.1706 -1.3307
C -3.2047 -1.8317 -2.5282
C -4.0393 -1.2580 -3.4750
C -4.6294 -0.0283 -3.2359
C -4.4051 0.6284 -2.0335
C -3.5735 0.0575 -1.0886
H 1.0280 -3.2814 -0.2418
H 0.4673 -4.2127 -1.6222
H -0.4251 -1.7524 -2.3835
H 1.1999 -2.3260 -2.7940
H 3.0178 -3.0729 -1.8132
H 5.2644 -3.6996 -1.0839
H 6.4857 -2.3108 0.5398
H 5.4151 -0.3010 1.5021
H 3.1035 0.2858 0.8367
H 0.0715 0.0282 -3.6509
H 0.8676 1.3335 -5.5669
H 3.0747 2.4281 -5.5053
H 4.4608 2.2663 -3.4621
H 3.6842 0.9581 -1.5453
H -1.1502 -3.9956 0.3959
H -1.8024 -3.7920 -1.2207
H -2.1907 -1.7578 2.9716
H -3.8915 -2.7262 4.4495
H -5.8073 -3.9487 3.5031
H -6.0291 -4.1889 1.0551
H -4.3493 -3.1951 -0.4348
H -2.7559 -2.7916 -2.7430
H -4.2302 -1.7758 -4.4042
H -5.2643 0.4170 -3.9870
H -4.8804 1.5798 -1.8368
H -3.4020 0.5500 -0.1303
Cl 2.9230 -1.4064 3.4659
C 1.8617 -2.6193 2.7546
Cl 0.5097 -1.8212 1.8849
H 1.4322 -3.2340 3.5451
H 2.4391 -3.2059 2.0394
C 4.3037 3.6627 1.0068
C 2.8600 4.1446 1.1747
C 2.0397 3.0617 1.7598
N 1.4291 2.1465 1.1022
N 0.8393 1.2138 1.8680
C 0.9725 1.4237 3.1676
N 0.5451 0.5914 4.1353
S 1.9264 2.8451 3.5065
H 4.9129 4.4656 0.6047
H 4.3547 2.8136 0.3295
H 4.7114 3.3656 1.9705
H 2.4423 4.4282 0.2083
H 2.8365 5.0036 1.8457
H -0.2287 -0.0153 3.8717
H 0.4734 0.9617 5.0720
```

Summary:
Energy relative to the best compared isomer or geometry (same formula, charge and spin) in kJ/mol: 133.3
Maximum force in eV/Å: 3.18
Charge: +1
Molecular weight in g/mol: 840.6
2S+1: 3
Lowest unoccupied orbital energy (spin up / spin down) in eV: -2.493 / -2.903

---

# 3
This record from OMol25 describes an isolated molecule of C6H12O in a non-equilibrium geometry. The level of theory is wB97M-V/def2-TZVPD.

```
19
C6H12O | OMol25 | wB97M-V/def2-TZVPD
C 2.0773 -0.1241 0.9755
C 1.5261 -0.4772 -0.4060
C 0.2979 0.3704 -0.7684
C -0.8315 -0.1111 -1.6663
C -1.0765 0.2860 -0.2297
C -1.7353 -0.5357 0.8315
O -1.4635 1.7620 -0.1428
H 2.9667 -0.7115 1.2332
H 1.3230 -0.3055 1.7507
H 2.3490 0.9360 1.0102
H 1.3088 -1.5632 -0.4345
H 2.3158 -0.3347 -1.1581
H 0.0465 1.5497 -0.6751
H -0.9350 -1.1784 -1.9163
H -1.1871 0.5381 -2.4613
H -2.8173 -0.3909 0.7596
H -1.3992 -0.2201 1.8274
H -1.5225 -1.6047 0.7290
H -1.2431 2.1150 0.7413
```

Summary:
Energy relative to the best compared isomer or geometry (same formula, charge and spin) in kJ/mol: 258.8
Maximum force in eV/Å: 4.08
Molecular weight in g/mol: 100.2
SMILES: CC[C@H]1C[C@]1(C)O
Lowest unoccupied orbital energy in eV: 0.961

---

# 4
This record from OMol25 describes a structure of composition C3O3Rh in a non-equilibrium geometry. The level of theory is wB97M-V/def2-TZVPD.

```
7
C3O3Rh | OMol25 | wB97M-V/def2-TZVPD
C 0.4630 1.6390 -0.8988
C -0.0922 1.1418 0.2171
O -0.4145 2.6054 0.3595
O -0.5323 -2.2513 -0.2728
O 0.9306 0.4009 0.7750
C -1.3457 -2.9841 0.0228
Rh 0.7755 -0.6992 -0.7774
```

Summary:
Maximum force in eV/Å: 5.51
Charge: +1
Molecular weight in g/mol: 186.9
2S+1: 5
Lowest unoccupied orbital energy (spin up / spin down) in eV: -6.299 / -8.527

---

# 5
This record from OMol25 describes an isolated molecule of C4H5N3 in a non-equilibrium geometry. The level of theory is wB97M-V/def2-TZVPD.

```
12
C4H5N3 | OMol25 | wB97M-V/def2-TZVPD
N 0.9044 3.0273 -0.2575
C 0.4514 1.9615 -0.2393
C -0.1193 0.6132 -0.1726
C 0.3344 -0.5294 -1.0570
N -0.5056 -1.5725 -0.4043
C -0.4750 -1.2644 0.8457
N 0.0501 -0.0222 1.1263
H -1.2035 0.3842 -0.4431
H 0.0981 -0.3516 -2.1076
H 1.3859 -0.8220 -0.9371
H -0.8573 -1.8904 1.6451
H -0.0638 0.4664 2.0014
```

Summary:
Energy relative to the best compared isomer or geometry (same formula, charge and spin) in kJ/mol: 205.9
Maximum force in eV/Å: 2.19
Molecular weight in g/mol: 95.1
SMILES: N#C[C@H]1CN=CN1
Lowest unoccupied orbital energy in eV: 0.759

---

# 6
This record from OMol25 describes a structure of composition C26H49CrNO4Si2 in a non-equilibrium geometry. The level of theory is wB97M-V/def2-TZVPD.

```
83
C26H49CrNO4Si2 | OMol25 | wB97M-V/def2-TZVPD
O 0.1560 1.2564 -3.6757
O -1.8952 2.1351 -4.1600
C 1.0545 2.3716 -3.8940
C 2.5531 2.0115 -3.8729
H 0.8843 3.1461 -3.1516
H 0.8122 2.8899 -4.8206
H 2.8371 1.5612 -2.9235
H 3.1629 2.9056 -4.0021
H 2.8204 1.3190 -4.6703
C 0.1692 0.3554 -4.8157
C 0.0559 0.9218 -6.2541
H -0.6434 -0.3495 -4.6630
H 1.0880 -0.2221 -4.8036
H -0.7812 1.6099 -6.3554
H -0.1015 0.1156 -6.9699
H 0.9587 1.4494 -6.5588
C -3.0111 1.2475 -4.0655
C -2.0658 3.5493 -4.2074
C -3.4524 0.7378 -5.4398
H -3.8428 1.7165 -3.5380
H -2.7180 0.3800 -3.4783
H -3.7459 1.5452 -6.1056
H -4.3054 0.0681 -5.3405
H -2.6558 0.1797 -5.9271
C -2.6603 4.0143 -5.5370
H -1.0988 4.0286 -4.0720
H -2.6970 3.8829 -3.3880
H -2.1061 3.6057 -6.3808
H -2.6317 5.1004 -5.6114
H -3.7018 3.7121 -5.6281
H -1.0393 1.8100 -3.6777
Cr 0.0000 0.0000 0.0000
C -0.6812 1.8544 -0.5339
Si -1.5344 3.2681 0.4366
H 0.4023 1.8642 -0.5401
H -1.3097 1.1072 -1.0044
C -0.9085 4.8926 -0.2643
C -1.1790 3.4491 2.2660
C -3.3994 3.1905 0.2919
C 1.2863 -1.0365 -1.3282
Si 0.6564 -2.7175 -1.9510
H 1.6838 -1.2843 -0.3545
H 2.1836 -0.7698 -1.8830
C 1.4361 -3.1462 -3.5988
C -1.1965 -2.6976 -2.1443
C 1.1662 -4.0710 -0.7696
H -3.7198 2.9277 -0.7128
H -3.8523 4.1467 0.5483
H -3.8064 2.4436 0.9707
H 0.1743 4.8791 -0.3741
H -1.1631 5.7224 0.3933
H -1.3374 5.1200 -1.2356
H -0.1391 3.2742 2.5214
H -1.8043 2.7811 2.8523
H -1.4221 4.4573 2.5978
H -1.4914 -2.7097 -3.1927
H -1.6248 -1.8045 -1.6969
H -1.6540 -3.5616 -1.6646
H 0.8282 -5.0433 -1.1258
H 0.7395 -3.9219 0.2165
H 2.2492 -4.1170 -0.6663
H 1.3291 -4.2099 -3.8087
H 2.5009 -2.9166 -3.6036
H 0.9701 -2.6129 -4.4253
O -3.0775 -2.2197 1.3408
C -1.9398 -1.5901 1.1597
O -1.7538 -0.8056 0.1355
C -0.8924 -1.5491 2.1586
C -0.9999 -2.1886 3.3948
C -0.0040 -1.9871 4.3428
C 1.0735 -1.1377 4.0497
C 2.0470 -0.8692 5.0175
C 3.0913 0.0071 4.7257
C 3.1745 0.6106 3.4635
C 2.2115 0.3410 2.4828
C 1.1550 -0.5285 2.7682
N 0.1784 -0.7694 1.8502
H -1.8587 -2.8052 3.6321
H -0.0953 -2.4611 5.3131
H 1.9873 -1.3217 6.0020
H 3.8339 0.2258 5.4820
H 3.9842 1.2951 3.2513
H 2.2772 0.8224 1.5149
```

Summary:
Energy relative to the best compared isomer or geometry (same formula, charge and spin) in kJ/mol: 196.9
Maximum force in eV/Å: 6.96
Charge: +1
Molecular weight in g/mol: 547.8
2S+1: 4
Lowest unoccupied orbital energy (spin up / spin down) in eV: -3.452 / -3.415

---

# 7
This record from OMol25 describes an isolated molecule of C8H8O4 in a non-equilibrium geometry. The level of theory is wB97M-V/def2-TZVPD.

```
20
C8H8O4 | OMol25 | wB97M-V/def2-TZVPD
O -3.3742 -0.1025 0.8212
C -2.3695 0.4042 0.3296
O -1.7380 1.4740 0.8040
C -1.5986 -0.2484 -0.8027
O -2.1905 -1.4574 -1.0637
C -0.2066 -0.1809 -0.3409
C 0.5555 0.9194 -0.6184
C 1.8436 1.0792 -0.1838
C 2.4327 0.0479 0.5164
C 1.7181 -1.0339 0.7756
C 0.4335 -1.2809 0.2899
O -0.0553 -2.4701 0.5312
H -2.2988 1.9161 1.3584
H -1.7218 0.4065 -1.6574
H -3.1401 -1.4237 -0.8502
H 0.2537 1.7561 -1.2377
H 2.4983 1.9340 -0.2179
H 3.4009 0.1272 0.9748
H 1.9354 -1.6672 1.6423
H -0.9336 -2.6544 0.0232
```

Summary:
Energy relative to the best compared isomer or geometry (same formula, charge and spin) in kJ/mol: 103.2
Maximum force in eV/Å: 4.06
Molecular weight in g/mol: 168.1
SMILES: O=C(O)[C@H](O)c1ccccc1O
Lowest unoccupied orbital energy in eV: 0.534

---

# 8
This record from OMol25 describes a cluster of 5 separate species, C37H87N2O17P4S2 in total in a non-equilibrium geometry. The level of theory is wB97M-V/def2-TZVPD.

```
149
C37H87N2O17P4S2 | OMol25 | wB97M-V/def2-TZVPD
C -0.5731 7.2365 -2.8055
C 0.7778 6.2750 -2.7097
C 0.7900 5.4547 -1.2559
C -0.1347 4.0814 -1.3328
C 0.7489 2.7897 -1.8761
C 0.7685 1.5231 -0.7872
C 1.5166 0.2419 -1.5440
C 2.3223 -0.7511 -0.5170
N 1.4255 -1.4249 0.4974
C 1.4221 -0.7256 1.8390
C -0.0977 -0.2170 2.2910
C 0.0763 0.6405 3.7157
C 0.2041 2.2377 3.3516
C 0.6693 3.1835 4.6306
C 0.4695 4.7976 4.3378
C -0.8526 5.4239 5.1184
C -1.3697 6.6994 4.1809
C 1.7261 -2.8973 0.6677
S 0.3856 -3.9845 0.5627
S 3.3964 -3.6707 1.0136
C 3.9322 -3.3645 2.8155
C 5.5235 -3.7992 3.0745
C 6.4845 -2.4321 3.1007
N 6.5486 -1.7591 1.7428
C 6.8900 -0.2757 1.8778
C 7.3266 0.3891 0.4440
O 6.9433 -0.3843 -0.7470
C 7.3712 -1.7892 -0.6676
C 8.6775 -2.1744 -1.5793
C 7.6530 -2.3478 0.8482
H -0.4845 7.7896 -3.8539
H -1.5735 6.5957 -2.7689
H -0.6291 8.0166 -1.9290
H 1.7397 6.9745 -2.7312
H 0.8272 5.5216 -3.6042
H 0.3271 6.2037 -0.4540
H 1.9219 5.2126 -0.9834
H -0.9893 4.3232 -2.1296
H -0.6672 3.8602 -0.3085
H 1.8467 3.0653 -2.1761
H 0.1891 2.3612 -2.8367
H -0.3455 1.1882 -0.5737
H 1.3504 1.8209 0.2114
H 2.1835 0.6737 -2.4108
H 0.6340 -0.3742 -2.0539
H 3.2033 -0.1242 -0.0123
H 2.8589 -1.5697 -1.1792
H 1.7644 -1.5013 2.6735
H 2.0957 0.2532 1.8602
H -0.7890 -1.1396 2.4988
H -0.5980 0.4867 1.4834
H 1.0300 0.2058 4.2362
H -0.8374 0.4248 4.4275
H -0.8347 2.6544 2.9575
H 0.9751 2.3193 2.4616
H 1.7847 3.0039 4.9365
H -0.0409 2.9161 5.5398
H 1.4306 5.3509 4.7136
H 0.2968 5.0019 3.1903
H -0.5811 5.8912 6.1627
H -1.7089 4.6419 5.2992
H -2.0077 6.2695 3.2806
H -0.3952 7.1771 3.7148
H -2.0069 7.4750 4.8148
H 3.1916 -3.9251 3.5452
H 3.8908 -2.2038 3.0852
H 5.8647 -4.4790 2.1788
H 5.6336 -4.3737 4.0921
H 7.5550 -2.8051 3.4711
H 6.0854 -1.7176 3.9565
H 5.6345 -1.8346 1.2057
H 6.0663 0.3331 2.4702
H 7.8611 -0.2329 2.5706
H 8.4797 0.6635 0.4933
H 6.7541 1.4330 0.3605
H 6.4633 -2.4359 -1.0946
H 9.6101 -2.5085 -0.9133
H 8.4064 -3.1468 -2.2163
H 9.0121 -1.3568 -2.3462
H 7.4707 -3.5262 0.8674
H 8.7394 -2.0683 1.2547
C -0.6555 -11.9380 -1.0000
O -0.0034 -10.7319 -0.6618
P -0.8661 -9.5670 0.0381
O -2.0884 -10.0273 0.7706
O -1.1422 -8.5022 -1.1367
C -1.0390 -8.9018 -2.4862
O 0.2541 -8.8723 0.9597
C 0.3909 -7.4715 1.0203
H -0.2301 -12.3105 -1.9343
H -0.4835 -12.6751 -0.2116
H -1.7288 -11.7917 -1.1423
H -1.6579 -9.7813 -2.6797
H 0.0057 -9.1091 -2.7312
H -1.3886 -8.0828 -3.1200
H -0.1165 -6.9491 0.2082
H 1.4570 -7.2385 0.9583
H 0.0059 -7.1041 1.9733
C -4.7857 2.4440 -4.5026
O -4.1052 2.5913 -5.7312
P -2.6374 3.2518 -5.7174
O -1.8958 3.1376 -4.4214
O -2.8632 4.7581 -6.2373
C -4.1470 5.3401 -6.1695
O -1.9519 2.4931 -6.9589
C -1.1972 3.1919 -7.9215
H -5.8508 2.6121 -4.6753
H -4.6417 1.4269 -4.1294
H -4.4377 3.1642 -3.7583
H -4.5521 5.2715 -5.1571
H -4.8140 4.8475 -6.8815
H -4.0661 6.3955 -6.4423
H -1.3572 4.2707 -7.9008
H -1.4939 2.8249 -8.9074
H -0.1347 2.9884 -7.7761
C -5.4980 11.6475 -3.4637
O -4.1480 12.0334 -3.6146
P -3.0205 11.1910 -2.8335
O -3.3976 9.7838 -2.4870
O -2.6200 12.1132 -1.5768
C -3.5037 13.1205 -1.1340
O -1.7810 11.3293 -3.8490
C -0.4860 11.6408 -3.3901
H -6.1166 12.5475 -3.4627
H -5.7897 11.0160 -4.3066
H -5.6636 11.1126 -2.5256
H -4.4980 12.7093 -0.9437
H -3.5571 13.9186 -1.8787
H -3.1154 13.5401 -0.2024
H -0.4681 12.0389 -2.3747
H -0.0699 12.3994 -4.0581
H 0.1446 10.7509 -3.4330
C -6.4864 -13.5143 5.6996
O -6.1108 -12.9574 4.4574
P -4.7255 -12.1422 4.3730
O -3.7058 -12.5032 5.4085
O -5.1635 -10.5935 4.3657
C -6.4356 -10.2205 4.8497
O -4.2868 -12.4464 2.8557
C -3.8166 -11.4245 2.0077
H -7.5720 -13.4441 5.7957
H -6.1939 -14.5670 5.7269
H -6.0296 -12.9813 6.5368
H -6.5973 -10.6092 5.8580
H -7.2107 -10.5858 4.1712
H -6.4896 -9.1293 4.8834
H -4.0404 -10.4204 2.3704
H -4.3018 -11.5490 1.0361
H -2.7374 -11.5215 1.8763
```

Summary:
Energy relative to the best compared isomer or geometry (same formula, charge and spin) in kJ/mol: 1252.7
Maximum force in eV/Å: 4.14
Charge: +1
Molecular weight in g/mol: 1020.1
Lowest unoccupied orbital energy in eV: -3.391

---

# 9
This record from OMol25 describes a structure of composition C2F3NO2S in a non-equilibrium geometry. The level of theory is wB97M-V/def2-TZVPD.

```
9
C2F3NO2S | OMol25 | wB97M-V/def2-TZVPD
C 0.3957 -0.8348 -0.2864
C -0.0243 0.4102 -1.0372
N 1.0089 -0.2845 1.4619
O 0.4711 -1.9841 -0.5308
O -1.4354 -0.0066 1.8737
F -0.1809 1.5110 -0.2257
F 1.0417 0.5927 -1.9330
F -1.1810 0.3192 -1.6881
S -0.0957 0.2768 2.3657
```

Summary:
Energy relative to the best compared isomer or geometry (same formula, charge and spin) in kJ/mol: 142.0
Maximum force in eV/Å: 4.73
Molecular weight in g/mol: 159.1
Lowest unoccupied orbital energy (spin up / spin down) in eV: -1.044 / -1.044

---

Which of these has the highest molecular weight?
C37H87N2O17P4S2